{
  "formula": "C25H52Cl6F6N5O14SrY",
  "method": "wB97M-V/def2-TZVPD",
  "homo_lumo_gap_ev": 8.30,
  "charge": 0,
  "total_energy_ev": -156208.0095,
  "e_lumo_ev": 0.1,
  "homo_ev": -8.25,
  "species": ["Sr", "Y", "O", "H", "O", "H", "O", "H", "O", "H", "O", "H", "C", "O", "N", "C", "C", "H", "H", "H", "H", "H", "H", "H", "C", "O", "N", "C", "C", "H", "H", "H", "H", "H", "H", "H", "C", "O", "N", "C", "C", "H", "H", "H", "H", "H", "H", "H", "C", "O", "N", "C", "C", "H", "H", "H", "H", "H", "H", "H", "C", "O", "N", "C", "C", "H", "H", "H", "H", "H", "H", "H", "C", "C", "O", "C", "O", "C", "F", "F", "F", "H", "H", "H", "H", "H", "C", "C", "O", "C", "O", "C", "F", "F", "F", "H", "H", "H", "H", "H", "C", "Cl", "Cl", "Cl", "H", "C", "Cl", "Cl", "Cl", "H"],
  "xyz": [[24.167763, 28.199540, -7.091870], [25.525765, 29.476036, -3.818568], [22.638567, 26.766590, -8.307191], [22.264411, 26.052903, -8.859633], [25.896310, 29.530879, -6.007531], [26.498720, 29.945896, -6.655136], [26.978205, 27.950502, -3.182435], [27.692736, 27.341208, -2.912740], [24.254261, 31.245802, -3.481283], [23.966715, 31.970706, -4.069815], [23.967111, 28.003968, -4.599028], [23.026387, 27.837792, -4.394200], [28.392014, 31.485534, -3.653091], [27.235766, 31.252101, -4.019050], [29.429096, 31.358882, -4.501474], [30.827097, 31.721007, -4.195552], [29.227655, 30.766600, -5.893003], [28.676001, 31.810723, -2.640269], [31.388433, 30.837765, -3.890777], [30.888565, 32.596682, -3.549395], [31.361459, 32.035549, -5.091995], [30.018209, 31.097516, -6.566509], [29.328586, 29.683609, -5.821971], [28.252880, 30.903607, -6.361116], [23.835995, 30.886916, -9.963313], [23.793408, 30.160467, -8.983187], [23.326547, 30.485830, -11.141116], [22.790108, 31.555948, -12.099352], [22.616937, 29.187540, -11.338012], [24.134874, 31.946275, -9.988375], [23.053239, 31.452812, -13.152082], [23.210821, 32.513061, -11.791093], [21.701776, 31.592298, -12.051263], [22.664126, 28.596540, -10.423364], [21.588999, 29.282834, -11.687824], [23.157290, 28.559545, -12.046346], [21.910073, 30.697700, -5.684701], [22.576579, 30.155598, -6.532463], [21.115967, 30.084426, -4.844956], [20.946436, 28.669869, -4.786304], [20.095409, 30.801442, -3.969039], [21.963270, 31.791774, -5.573419], [19.941670, 28.326557, -5.032643], [21.246988, 28.247815, -3.827333], [21.666280, 28.206712, -5.461140], [20.159820, 30.423173, -2.948815], [20.229710, 31.879673, -3.882574], [19.114786, 30.469812, -4.310352], [26.935213, 26.362040, -5.932439], [25.744080, 26.114507, -6.189893], [27.981823, 25.616764, -6.304267], [29.356173, 26.143269, -6.226010], [27.827340, 24.315876, -6.886756], [27.341568, 27.258963, -5.439896], [29.388145, 27.192658, -5.932960], [29.736757, 26.267551, -7.239824], [29.923809, 25.442279, -5.614036], [28.260646, 24.404290, -7.883020], [28.311300, 23.594024, -6.228866], [26.809852, 23.932242, -6.811671], [25.345964, 26.531567, -9.988140], [25.598641, 27.250542, -8.970697], [26.394262, 25.886593, -10.633087], [26.125872, 25.487533, -12.025612], [27.777812, 25.931305, -10.168464], [24.355434, 26.240782, -10.370892], [26.503601, 26.222217, -12.736711], [25.053706, 25.498740, -12.221681], [26.672815, 24.568544, -12.236364], [27.939505, 24.856783, -10.082675], [28.492665, 26.247370, -10.928190], [27.947808, 26.530948, -9.274243], [20.133226, 29.120886, -8.489130], [19.659092, 28.325507, -9.654128], [19.187225, 29.212188, -10.698182], [17.984502, 29.635423, -10.703780], [17.008425, 29.032687, -10.139864], [17.725977, 30.765761, -11.610625], [17.531467, 31.847270, -10.845992], [18.724155, 30.981433, -12.501242], [16.586490, 30.610389, -12.340538], [19.246567, 29.569051, -8.040701], [20.842339, 29.927471, -8.675330], [20.538419, 28.504381, -7.686729], [18.810750, 27.688181, -9.404686], [20.450620, 27.651732, -9.982176], [21.515988, 26.202491, -11.864641], [22.089232, 25.359945, -12.957290], [20.986735, 24.881010, -13.613066], [21.129070, 24.519526, -14.879883], [22.015339, 24.842732, -15.713247], [20.076048, 23.514442, -15.327962], [20.441913, 22.748569, -16.284975], [19.644277, 22.688902, -14.330260], [19.036858, 24.170638, -15.817491], [20.782979, 26.958316, -12.146634], [22.276498, 26.772867, -11.331369], [21.016261, 25.604923, -11.102220], [22.823232, 24.600532, -12.687774], [22.574255, 26.041958, -13.655653], [20.205422, 24.940416, -7.094597], [19.123718, 23.684359, -7.744783], [21.359742, 24.194807, -5.904614], [19.290151, 26.140689, -6.343111], [20.694525, 25.381238, -7.963250], [25.119700, 23.459333, -4.211587], [24.287527, 22.677388, -2.855084], [25.376373, 22.147743, -5.448901], [26.727945, 24.009807, -3.674454], [24.600300, 24.321842, -4.629213]],
  "forces_ev_per_a": [[-0.533, -0.534, -0.281], [-0.427, -0.261, -1.381], [-0.618, -0.403, -0.646], [0.541, 0.613, 0.508], [0.795, 0.251, -0.430], [-0.623, -0.264, 0.901], [0.394, 0.328, 0.193], [-0.935, 0.753, -0.170], [0.050, -0.215, -0.452], [0.420, -0.731, 0.686], [-0.576, 0.387, 0.566], [1.343, 0.170, 0.135], [0.018, -0.293, -1.199], [0.643, -0.133, 0.936], [0.333, 0.031, -1.852], [-0.343, -0.154, -0.430], [0.222, -0.328, 1.078], [-0.161, 0.053, -0.109], [-0.031, 0.165, 0.673], [-0.062, -0.478, 0.474], [-0.459, 0.090, -0.311], [-0.095, 0.330, 0.243], [0.063, -0.127, 0.190], [0.052, 0.636, 0.596], [-1.530, -1.000, 0.422], [1.164, 0.462, 0.035], [-2.054, 0.742, -3.112], [0.942, -0.441, 1.064], [1.342, 0.016, 0.701], [0.365, -0.162, 0.302], [0.302, -0.632, 0.142], [-0.164, 0.041, 0.087], [0.004, -0.020, 0.249], [-0.235, 0.307, 0.377], [0.074, 0.420, 0.159], [0.123, 0.332, -0.417], [0.424, 1.229, -0.057], [0.791, -0.719, -0.929], [-2.856, 0.822, 2.664], [0.867, -1.028, -0.471], [1.142, -1.092, -0.350], [-0.303, -0.007, 0.157], [0.014, 0.284, 0.019], [-0.385, 0.324, 0.464], [-0.516, 0.069, -0.459], [0.376, -0.144, 0.015], [0.010, -0.126, -0.609], [-0.126, 0.553, -0.237], [-0.706, 0.566, -0.739], [1.466, 0.140, 0.587], [0.216, 0.445, 0.265], [-1.148, -0.192, -0.531], [0.162, -0.290, 0.506], [-0.951, 0.221, 0.135], [-0.306, -0.259, 0.948], [0.364, -0.789, -0.223], [0.484, 0.457, -0.089], [-0.231, -0.880, -0.101], [0.795, -0.142, -0.343], [-0.163, 0.759, -0.708], [3.255, 0.804, 2.674], [-1.030, -1.726, -2.981], [-2.363, 1.756, -0.557], [0.843, 0.452, 0.471], [-0.348, -0.942, -0.730], [0.058, 0.548, 0.300], [0.330, 0.271, 0.068], [0.058, -0.687, 0.231], [-0.578, -0.311, -0.104], [0.893, 0.034, 0.820], [-0.303, 0.397, -0.303], [-0.493, -0.378, 0.030], [-0.713, 0.678, 1.228], [-0.296, -1.099, 0.533], [2.638, 0.388, -0.450], [-5.003, -5.069, 2.529], [3.436, 2.888, -1.737], [-1.246, 1.620, -1.829], [0.426, 0.321, -0.217], [-0.437, 0.089, 0.717], [1.021, -0.188, 0.608], [-0.134, 0.375, 0.093], [0.142, -0.268, -0.401], [0.251, -0.297, -0.427], [0.024, 0.062, 0.245], [-0.010, 0.522, -0.737], [0.294, 0.236, 1.905], [1.197, 2.896, -0.025], [-1.632, -2.235, -1.966], [3.328, 0.448, -2.657], [-2.886, -0.791, 3.399], [-1.655, -0.234, 1.204], [1.774, -1.432, -1.613], [0.323, 0.850, -0.082], [-1.186, 1.037, 0.310], [0.043, -0.238, -0.762], [0.176, -0.341, 0.014], [-0.013, -0.243, 0.000], [-0.391, -0.288, 0.265], [0.516, -0.016, -0.035], [0.805, -1.484, -0.429], [0.078, -0.202, -0.037], [-0.426, 0.456, -0.889], [-0.996, 1.288, 0.814], [0.542, -0.152, 0.596], [0.902, -1.065, 0.047], [-0.169, 0.569, -0.205], [-0.343, 0.807, 0.222], [-0.366, 0.033, 0.016], [-0.100, -0.289, -0.007]]
}